The following is a DFT calculation (wB97M-V/def2-TZVPD) of a structure of composition C4H12NO3 at a distorted geometry.

XYZ file:
```
20
Properties=species:S:1:pos:R:3:forces:R:3:lowdin_charge:R:1
C 1.762 -0.585 0.185 1.065 1.173 2.935 -0.34
O 1.991 -1.067 1.477 0.424 -1.118 0.500 -0.26
C 0.526 0.252 0.371 -1.749 0.837 -0.948 -0.31
C -0.647 -0.828 0.512 0.274 1.533 -0.056 -0.46
C -0.983 -1.360 -0.908 0.306 0.746 0.457 -0.07
O -0.265 -1.724 1.490 -0.939 -0.583 -0.587 -0.17
N 0.286 1.322 -0.675 -0.571 -1.246 1.104 0.01
H 1.671 -1.364 -0.539 -0.311 -0.625 -0.918 0.09
H 2.662 -0.008 -0.001 0.218 0.652 -1.004 0.09
H 0.475 0.827 1.313 0.883 -0.704 -0.076 0.13
H -1.574 -0.318 0.853 0.153 0.155 -0.078 0.12
H -1.638 -0.664 -1.413 -1.314 0.068 0.267 0.04
H -0.177 -1.200 -1.616 0.853 -1.222 0.130 0.05
H -1.409 -2.351 -0.810 0.075 -0.217 -0.495 0.07
H 0.865 -1.517 1.680 0.541 0.131 -0.266 0.00
H -0.418 1.012 -1.327 0.570 0.183 -0.642 0.04
H 1.129 1.709 -1.059 0.044 -0.284 -0.450 0.06
H -0.784 2.602 0.566 0.080 0.200 -0.192 0.00
H -1.842 2.289 -0.369 -0.193 0.201 -0.021 0.00
O -1.629 2.974 0.272 -0.408 0.122 0.340 -0.11
```
Positions in Å, forces in eV/Å.

## Properties
**Relative energy (zero: lowest compared OMol25 entry of this formula, charge and spin)**: 139.45 kJ/mol
**Gap between HOMO and LUMO**: 7.33 eV
**Net charge**: -1
**2S+1**: 1

The following is a DFT calculation (wB97M-V/def2-TZVPD) of a structure of composition C34H50N4OP2SbSeV at a distorted geometry.

XYZ file:
```
94
Properties=species:S:1:pos:R:3:forces:R:3:lowdin_charge:R:1
V 0.296 1.310 1.180 -1.086 -1.819 0.538 -0.13
O 0.502 2.688 3.290 0.110 0.459 0.364 -0.08
N 1.351 2.364 2.207 1.149 1.467 0.732 -0.27
C 2.426 3.114 2.119 -0.369 0.105 0.505 -0.06
C 3.452 2.936 1.134 0.280 -0.278 -0.475 -0.20
C 4.570 3.789 1.232 -0.147 -0.031 0.099 -0.03
C 5.665 3.642 0.414 0.028 -0.020 -0.063 -0.06
C 5.699 2.618 -0.530 0.056 0.022 0.006 -0.06
C 4.610 1.777 -0.660 -0.023 0.030 0.100 -0.09
C 3.468 1.936 0.128 -0.026 0.251 0.064 -0.27
P 2.093 0.772 -0.121 0.529 -0.433 -1.140 1.00
C 2.963 -0.814 0.130 -0.017 -0.036 0.142 -0.35
C 3.260 -1.698 -0.901 -0.020 0.081 -0.016 -0.10
C 3.956 -2.869 -0.630 0.032 -0.065 -0.006 -0.08
C 4.361 -3.156 0.663 0.021 -0.043 0.010 -0.08
C 4.079 -2.267 1.693 -0.024 0.032 0.029 -0.07
C 3.383 -1.100 1.430 -0.015 -0.056 -0.106 -0.13
C 1.739 0.755 -1.920 0.234 -0.029 -0.077 -0.36
C 0.767 -0.171 -2.307 0.063 0.058 -0.060 -0.15
C 0.393 -0.297 -3.633 -0.047 0.013 0.078 -0.09
C 0.971 0.529 -4.592 -0.019 -0.010 -0.035 -0.08
C 1.915 1.468 -4.212 0.012 0.067 -0.077 -0.07
C 2.306 1.582 -2.882 -0.086 -0.028 0.049 -0.07
H 0.438 1.857 3.801 -0.006 -0.198 -0.151 0.04
H 2.556 3.893 2.863 -0.065 -0.007 -0.005 0.14
H 4.561 4.564 1.989 0.015 -0.006 0.000 0.12
H 6.508 4.313 0.517 0.004 -0.006 0.012 0.11
H 6.572 2.480 -1.154 -0.018 0.001 -0.017 0.11
H 4.636 0.971 -1.384 0.038 0.018 -0.005 0.11
H 2.950 -1.476 -1.914 0.051 -0.034 0.018 0.10
H 4.191 -3.553 -1.436 -0.015 0.009 -0.001 0.11
H 4.909 -4.067 0.870 -0.009 0.001 -0.008 0.11
H 4.400 -2.483 2.704 0.014 0.001 -0.011 0.11
H 3.144 -0.410 2.229 0.016 -0.033 0.050 0.08
H 0.307 -0.790 -1.544 -0.088 -0.017 0.000 0.06
H -0.363 -1.020 -3.915 0.036 -0.002 -0.024 0.11
H 0.676 0.442 -5.629 0.007 0.011 0.004 0.11
H 2.356 2.118 -4.957 -0.002 0.001 0.011 0.11
H 3.047 2.321 -2.604 -0.015 -0.009 -0.016 0.10
Se 0.147 -0.516 2.570 -0.053 0.283 -0.140 0.23
C -2.378 2.327 -2.991 -0.039 -0.039 -0.012 -0.14
C -3.188 1.575 -1.939 0.202 -0.039 0.117 -0.55
C -4.563 2.194 -1.738 -0.015 -0.056 -0.032 -0.14
Sb -2.025 1.384 -0.096 -0.954 0.526 0.038 1.46
C -3.668 1.363 1.358 0.241 -0.078 -0.269 -0.55
C -4.327 -0.013 1.342 0.016 0.162 -0.048 -0.16
C -3.182 1.723 2.756 -0.084 0.008 -0.012 -0.15
C -1.398 3.469 0.343 -0.004 -0.123 -0.233 -0.55
C -2.497 4.517 0.204 0.047 -0.057 0.060 -0.12
C -0.168 3.852 -0.491 -0.106 0.077 0.148 -0.14
H -2.882 2.271 -3.960 0.010 0.007 0.002 0.08
H -1.374 1.916 -3.113 0.040 0.030 -0.011 0.05
H -2.294 3.384 -2.733 0.028 -0.010 -0.014 0.06
H -3.311 0.536 -2.261 0.040 0.010 0.000 0.08
H -4.495 3.214 -1.359 -0.029 -0.014 0.026 0.06
H -5.184 1.612 -1.056 -0.010 0.046 0.003 0.06
H -5.085 2.238 -2.699 -0.008 0.003 0.011 0.08
H -4.377 2.117 1.011 -0.005 -0.023 -0.018 0.07
H -3.615 -0.759 1.702 -0.010 -0.059 0.002 0.04
H -4.657 -0.297 0.339 -0.012 -0.065 0.031 0.06
H -5.198 -0.028 2.003 0.000 -0.043 0.002 0.08
H -2.412 1.027 3.095 0.045 0.025 0.007 0.03
H -4.018 1.661 3.461 0.008 0.022 0.000 0.08
H -2.785 2.738 2.812 0.030 -0.021 0.006 0.07
H -1.114 3.440 1.405 0.012 -0.023 -0.021 0.06
H -2.765 4.665 -0.843 -0.041 0.004 0.011 0.07
H -2.147 5.478 0.594 -0.018 0.013 -0.021 0.09
H -3.395 4.241 0.759 -0.019 0.033 -0.025 0.07
H -0.416 3.913 -1.551 0.047 -0.058 -0.010 0.07
H 0.662 3.137 -0.405 0.039 0.046 -0.075 0.02
H 0.214 4.828 -0.180 0.040 -0.015 0.005 0.09
C -2.285 -5.527 1.252 -0.099 -0.130 -0.219 -0.12
N -1.596 -4.482 2.116 0.007 0.015 0.142 -0.07
C -0.077 -4.650 1.970 0.213 0.040 -0.128 -0.10
N 0.305 -4.602 0.605 0.143 -0.151 0.016 -0.14
C -0.402 -5.609 -0.171 -0.053 0.057 0.050 -0.16
N -1.850 -5.429 -0.097 -0.017 -0.202 -0.065 -0.15
C -2.288 -4.200 -0.766 0.076 0.262 0.055 -0.32
P -1.574 -2.626 -0.023 0.056 -0.463 0.140 1.03
C -2.035 -3.107 1.728 -0.071 0.416 -0.250 -0.32
C 0.189 -3.261 0.036 -0.214 0.207 -0.017 -0.34
H -3.360 -5.363 1.322 0.014 0.049 0.093 0.14
H -2.035 -6.508 1.659 0.056 0.051 0.061 0.14
H -1.834 -4.628 3.098 -0.037 -0.058 -0.027 0.18
H 0.166 -5.623 2.401 -0.061 0.010 0.041 0.15
H 0.395 -3.843 2.532 -0.082 0.012 0.045 0.13
H -0.152 -6.600 0.214 -0.002 0.014 0.004 0.14
H -0.088 -5.550 -1.212 0.010 0.008 0.007 0.14
H -3.379 -4.144 -0.737 0.010 -0.031 -0.022 0.09
H -1.995 -4.257 -1.816 -0.038 -0.020 -0.001 0.09
H -3.121 -3.058 1.825 0.005 -0.074 0.061 0.09
H -1.575 -2.380 2.404 -0.003 -0.086 -0.011 -0.03
H 0.778 -2.560 0.630 0.035 0.022 -0.029 0.03
H 0.594 -3.271 -0.978 0.015 0.012 0.011 0.09
```
Positions in Å, forces in eV/Å.

## Properties
**Gap between HOMO and LUMO (spin up / spin down)**: 5.57 / 6.40 eV
**Net charge**: +1
**2S+1**: 2